One molecule with the formula C3H6INOS at a distorted geometry, computed with ωB97M-V/def2-TZVPD.

- Strongest force on any atom: 4.6 eV/A
- Frontier orbital gap: 0.3054 Ha
- Energy relative to the best compared isomer or geometry (same formula, charge and spin): 14.8 kcal/mol
- Electronic energy: -943.764736 Eh
- SMILES: CC(=O)N(C)SI

Geometry as XYZ:
```
13
C3H6INOS, DFT ωB97M-V/def2-TZVPD
C 0.48930 -1.85539 0.31320
C 0.69966 -0.46358 -0.31437
O 1.48744 -0.13587 -1.22104
N -0.01000 0.54042 0.36616
C 0.12197 1.90629 -0.23606
S -1.34664 0.19705 1.32530
I -3.10172 -0.06192 -0.27184
H 0.24090 -1.79332 1.33199
H 1.49524 -2.40648 0.29193
H -0.27746 -2.42904 -0.46520
H -0.88533 2.01178 -0.83629
H 0.10965 2.65369 0.64349
H 0.97699 1.83636 -0.92727
```

natural (NBO) population analysis, charges in e, atoms 1 to 6: -0.72, 0.69, -0.59, -0.62, -0.45, 0.28